{"formula": "C16H42O2P2SSi2", "method": "the ωB97M-V functional and the def2-TZVPD basis", "gap_ev": 8.0, "homo_ev": -7.70, "e_tot_ev": -66532.6713, "species": ["C", "O", "H", "H", "H", "C", "H", "H", "H", "C", "C", "H", "C", "P", "H", "H", "Si", "H", "C", "C", "C", "H", "C", "H", "H", "H", "H", "H", "C", "H", "Si", "C", "H", "H", "H", "H", "H", "C", "H", "H", "C", "P", "H", "S", "H", "H", "H", "H", "H", "C", "H", "H", "H", "H", "H", "H", "H", "H", "H", "H", "H", "O", "C", "H", "C"], "positions_angstrom": [[-0.57998, 1.78086, 2.62213], [-2.70311, -2.56796, 3.57747], [-1.69538, 2.29557, -3.68329], [0.13730, 2.41506, 1.91722], [5.40784, -1.30162, -2.76466], [-2.89440, -2.44204, 0.04929], [1.49745, -2.63682, 1.19109], [-2.59614, -3.17690, -2.86016], [4.67648, 0.45687, 1.58401], [-1.63083, -2.26138, -0.99956], [2.09397, 4.51681, -0.47789], [0.76718, 2.67489, -1.66498], [-1.84237, 1.30262, 1.63449], [4.23792, -0.02828, -0.87916], [-2.06384, -1.81606, 6.05342], [-2.57600, -4.03070, 5.00124], [2.07140, 0.51274, -0.88236], [-4.07162, -0.64644, 0.97548], [-2.12622, -2.11409, -2.59038], [-1.76417, 1.30567, -3.01892], [4.41706, -1.46628, -2.12351], [-3.42213, -3.46061, -0.22600], [-4.02682, -1.26190, -0.03545], [-2.50340, -2.54313, 1.15718], [-2.04244, 2.95076, -1.47074], [3.54771, 3.78038, -2.15834], [1.83809, 4.13601, 0.60522], [-1.20542, -1.97303, -3.30264], [-1.92161, -3.30997, 4.50211], [-3.34007, 1.60139, -1.27704], [-0.33159, -0.94347, -0.47122], [-2.17841, 1.76463, -1.50068], [3.07740, 1.82387, -3.77675], [-5.08526, -1.72731, -0.33023], [-2.57262, 2.23488, 1.57453], [-0.92771, 2.45232, 3.51557], [1.38451, 0.92229, -3.75458], [4.72085, -0.51873, 0.90229], [-0.72091, 0.78582, -3.11786], [4.49257, -2.51796, -1.61614], [2.91934, 3.32072, -1.28035], [-1.09441, 1.06559, -0.10255], [-0.65357, -1.63853, 5.01679], [0.49168, -1.65868, 1.44293], [-2.11122, -1.93676, 3.13353], [-2.98531, -1.33387, -2.73317], [-1.15598, -3.86370, 3.94998], [1.46956, 2.83136, -4.04689], [3.46592, -1.43022, -2.83318], [1.95437, 1.92163, -3.45998], [3.94511, -1.28348, 1.34909], [0.06456, 0.84192, 2.95283], [2.82959, 5.44992, -0.47026], [-0.68979, -2.93267, 6.23753], [3.63837, 2.83864, -0.45918], [-2.36678, 0.34026, 2.05172], [-3.77056, -0.49657, -0.88219], [1.75256, 0.77982, 0.54038], [1.08556, 4.80773, -0.99655], [-2.66401, 0.69475, -3.46304], [5.79812, -0.97903, 1.01472], [1.05576, -0.80404, -1.55120], [1.82716, 2.18203, -1.82902], [-1.05908, -3.31004, -0.97658], [-1.29221, -2.37560, 5.51446]], "forces_ev_per_angstrom": [[0.5, -0.1, -1.1], [-0.2, 0.2, -0.3], [-0.1, -2.2, 1.5], [-1.5, -1.2, 1.7], [-2.3, -0.4, 1.4], [-0.1, -0.2, -0.2], [-1.4, 1.3, -0.3], [0.9, 2.3, 0.5], [0.1, -2.1, -1.6], [-0.3, -1.7, -1.1], [0.8, -0.2, -0.3], [2.0, -1.3, -0.1], [0.1, 0.7, 1.2], [1.1, -0.1, -0.4], [0.1, -0.2, 0.0], [0.0, 0.1, -0.2], [-0.9, -0.2, -0.7], [-0.2, -1.4, -2.1], [-0.4, -1.5, 0.6], [-0.6, 1.0, -0.5], [0.2, -0.9, -0.8], [1.2, 2.0, 0.6], [-0.1, 0.2, -0.3], [-0.7, 0.1, -2.4], [-0.2, -2.6, 0.2], [-1.2, -1.0, 1.7], [0.6, 0.9, -2.1], [-1.9, 0.1, 1.4], [0.2, 0.3, 0.0], [2.5, 0.2, -0.7], [0.7, -2.1, -1.3], [-1.4, 1.3, -0.5], [-2.1, 0.1, 0.6], [2.3, 1.1, 0.9], [1.3, -2.2, 0.0], [0.6, -1.6, -1.6], [1.2, 2.1, 0.5], [-0.5, -0.6, 1.6], [-2.2, 0.7, 0.4], [-0.3, 1.9, -1.0], [-0.9, 0.0, 0.8], [-0.2, 1.7, 0.2], [0.1, -0.1, 0.0], [0.7, -0.8, 0.3], [-0.2, -0.3, 0.2], [1.9, -1.3, 0.2], [0.1, -0.1, 0.1], [1.1, -2.0, 1.1], [2.1, -0.2, 1.5], [-0.2, 0.1, 0.1], [1.6, 1.4, -0.7], [-1.5, 2.0, -0.5], [-1.8, -1.8, 0.4], [0.0, 0.1, 0.0], [-1.3, 1.0, -2.0], [0.8, 2.1, -0.7], [-0.4, -1.4, 1.6], [0.1, 0.0, -0.1], [2.0, -0.5, 0.8], [2.2, 0.9, 0.8], [-2.1, 1.0, -0.5], [-1.1, 1.8, 2.4], [0.2, 1.3, -1.4], [-1.1, 2.2, 0.0], [0.1, 0.0, 0.2]]}

=====

{"formula": "C16H20Br3Cl9O12", "method": "the ωB97M-V functional and the def2-TZVPD basis", "spin_multiplicity": 2, "gap_ev": [1.7, 6.2], "s_squared": 0.75, "homo_ev": [-0.46, -5.03], "e_tot_ev": -364313.1186, "total_charge": -1, "species": ["C", "O", "O", "C", "C", "C", "C", "H", "C", "O", "H", "H", "O", "H", "Cl", "C", "H", "C", "H", "Cl", "C", "Cl", "O", "Cl", "H", "Br", "H", "H", "H", "O", "O", "Cl", "H", "C", "Br", "H", "O", "O", "H", "H", "O", "H", "H", "C", "C", "O", "Cl", "H", "C", "Cl", "C", "Cl", "C", "Cl", "H", "O", "Br", "C", "H", "H"], "positions_angstrom": [[-4.79496, -2.38174, 0.39112], [2.64869, -4.65162, 0.61612], [2.28594, -2.72734, 1.73751], [1.23458, 3.39735, -1.97742], [2.97272, 4.40748, -1.03170], [-0.19168, 2.95270, 1.97827], [-0.82515, -0.90873, 0.69456], [-0.47002, 5.67669, 3.31455], [1.56979, -3.68471, 2.42570], [-0.33043, -1.33534, -1.49416], [-0.23271, -1.01081, 1.60379], [0.07773, 0.58188, -0.80767], [-1.21067, -2.18419, 0.30246], [2.25006, 3.46040, -3.75153], [-3.08838, 0.78337, -1.08470], [3.02723, -3.36985, 0.75100], [-0.44897, 5.83146, 1.53746], [-0.29954, 5.15047, 2.37533], [1.25409, 2.33508, -2.22095], [-4.71493, 2.63798, 0.40712], [1.46134, -4.78943, 1.38854], [5.78547, -0.56082, 1.64499], [-0.99245, 3.93734, 2.30962], [-2.31411, 3.45749, -1.14753], [-3.10906, -8.05106, -3.51922], [-2.89250, -5.74224, -2.40698], [0.48027, -4.76091, 0.91443], [1.67241, 5.26969, 1.58260], [0.59565, -3.26006, 2.66825], [3.93881, -2.80828, 0.06986], [1.81988, 3.72560, -0.76701], [-6.16586, -1.54138, -0.23747], [1.52016, 4.85935, 3.41709], [1.95132, 4.17029, -2.98022], [-3.57224, -6.70553, -5.49750], [1.36325, 4.97581, -3.42000], [-1.53593, -3.24438, -1.66097], [1.10721, 3.40614, 2.01182], [1.05531, -0.65651, -0.13373], [1.60878, -5.70963, 1.95387], [3.93254, 4.58085, -0.24994], [-3.87377, -2.15853, -0.14710], [0.19572, 3.72731, -1.97459], [-3.68886, -7.13020, -3.58212], [0.04060, -0.45635, -0.47781], [2.97481, 4.70730, -2.27927], [5.54331, 2.17546, 1.65826], [1.92110, -3.96441, 3.41890], [1.15273, 4.76247, 2.39547], [-5.02825, -4.09054, 0.27505], [-1.09804, -2.31213, -0.99309], [-4.62264, -2.05128, 2.09032], [-3.71405, 2.41973, -1.04118], [3.25895, 0.84145, 0.56474], [5.55488, 0.81329, -0.21184], [-0.55647, 1.79412, 1.78100], [-5.55663, -7.65583, -3.05842], [5.10159, 0.80262, 0.77938], [-1.65543, -0.27048, 0.99684], [-4.37340, 2.53328, -1.90169]], "forces_ev_per_angstrom": [[0.5, -0.8, 0.0], [-0.4, 1.3, -0.3], [2.3, 0.5, -1.5], [-3.0, -1.0, 0.1], [3.0, -1.3, 4.2], [1.0, -2.9, 0.2], [0.6, 1.7, 1.5], [-0.8, -0.1, -0.2], [-2.2, -0.2, 0.4], [-0.2, 0.2, -1.3], [0.2, 0.1, -0.1], [-0.8, -0.1, 0.1], [-1.3, -0.9, 1.2], [0.6, 0.6, -0.3], [-0.2, -0.6, -0.2], [3.5, 2.9, -2.5], [-0.8, -0.3, -0.1], [0.7, 1.5, 0.6], [0.1, -0.2, 0.6], [0.3, 0.3, -0.2], [-0.1, -1.5, 2.5], [-0.5, -0.7, -0.2], [-1.8, 0.7, -0.1], [-0.1, 0.9, 0.1], [0.2, 0.0, 0.4], [0.6, 0.2, 0.5], [0.5, 0.0, -0.9], [0.6, 0.2, 0.7], [-0.2, 0.0, -0.3], [-4.1, -2.4, 3.1], [1.1, 0.3, 1.7], [-0.5, 0.7, -0.6], [0.7, 0.0, -0.4], [-1.2, -0.1, -2.6], [0.3, 0.4, -1.7], [0.0, 0.0, -0.1], [1.0, 2.6, 1.8], [-0.7, -1.9, -0.2], [0.4, -0.3, -0.5], [-0.5, -0.4, -0.5], [-3.8, -0.1, -2.3], [-0.3, 0.3, 0.1], [-0.1, -0.4, 0.3], [0.5, -0.3, 0.1], [1.2, 0.4, 1.4], [3.3, 2.2, -1.6], [0.4, 2.0, 0.6], [1.1, -0.1, -0.2], [-0.1, -0.3, -0.6], [-0.1, -1.1, -0.6], [-0.4, -3.2, -3.4], [0.5, 0.9, 1.0], [-0.5, -0.8, 0.1], [1.4, -0.5, 0.1], [-0.4, 0.0, 0.1], [1.2, 3.0, 0.2], [-1.6, -0.7, 0.6], [-0.9, -0.7, -0.7], [-0.2, -0.2, -0.5], [0.3, 0.3, 0.1]]}